The following is a quantum chemistry calculation of a 13-piece molecular cluster, C24H76N2O21 overall, from the OMol25 dataset.

Results
Orbital gap   9.2 eV
Max |F|   2.102 eV/Å
Relative energy (zero: lowest compared OMol25 entry of this formula, charge and spin)   0.0 kcal/mol

```
123
Properties=species:S:1:pos:R:3:lowdin_charge:R:1
C -1.461 5.170 -6.489 -0.120
O -0.556 4.254 -5.950 -0.202
C -0.740 2.920 -6.402 -0.217
C 0.483 2.146 -5.969 -0.190
N 0.585 2.211 -4.504 -0.080
C 1.747 1.565 -3.964 -0.196
C 1.642 1.532 -2.441 -0.216
O 2.893 1.095 -1.940 -0.182
C 2.873 0.901 -0.550 -0.108
H -1.041 6.176 -6.512 0.087
H -2.416 5.214 -5.952 0.086
H -1.686 4.929 -7.541 0.086
H -0.732 2.958 -7.500 0.122
H -1.658 2.482 -6.001 0.131
H 1.359 2.674 -6.378 0.124
H 0.448 1.136 -6.373 0.123
H 0.514 3.208 -4.312 0.103
H 2.705 2.046 -4.213 0.127
H 1.754 0.537 -4.328 0.126
H 0.850 0.839 -2.135 0.119
H 1.398 2.539 -2.070 0.117
H 2.183 0.096 -0.273 0.059
H 2.607 1.829 -0.028 0.084
H 3.869 0.582 -0.239 0.092
C 6.676 -9.917 -0.048 -0.110
O 5.606 -8.993 -0.092 -0.189
C 4.484 -9.419 0.649 -0.245
C 3.351 -8.441 0.438 -0.225
N 3.752 -7.067 0.734 -0.058
C 2.662 -6.117 0.414 -0.209
C 3.187 -4.707 0.324 -0.215
O 2.072 -3.837 0.372 -0.203
C 2.404 -2.529 0.735 -0.122
H 6.307 -10.944 0.001 0.082
H 7.355 -9.722 0.791 0.086
H 7.258 -9.743 -0.954 0.086
H 4.677 -9.495 1.726 0.125
H 4.177 -10.384 0.226 0.121
H 2.560 -8.710 1.165 0.121
H 2.910 -8.540 -0.552 0.117
H 3.831 -6.981 1.742 0.114
H 1.832 -6.257 1.117 0.124
H 2.273 -6.373 -0.579 0.112
H 3.738 -4.557 -0.610 0.133
H 3.865 -4.467 1.155 0.122
H 3.050 -2.476 1.629 0.094
H 1.566 -1.861 0.890 0.063
H 3.095 -2.128 -0.028 0.089
O -4.769 3.041 2.337 -0.078
H -4.519 2.300 1.771 -0.017
H -4.296 3.788 1.954 -0.020
O 0.668 1.482 3.884 -0.043
H 0.114 1.836 3.173 0.006
H 0.117 1.496 4.671 0.059
O -4.221 0.904 0.315 -0.053
H -4.703 0.438 -0.373 0.052
H -3.314 0.560 0.271 -0.008
O 1.226 4.640 0.112 -0.052
H 1.733 4.470 0.931 0.023
H 1.886 4.972 -0.506 0.062
O -0.945 -3.028 0.448 -0.039
H -0.517 -3.444 -0.316 0.042
H -0.845 -3.669 1.158 0.077
C -2.415 3.510 -2.367 -0.235
C -1.570 4.391 -1.485 -0.271
O -0.416 4.786 -2.168 -0.050
O -1.743 2.311 -2.715 -0.068
H -2.699 4.063 -3.271 0.117
H -3.296 3.290 -1.757 0.121
H -1.334 3.821 -0.586 0.082
H -2.237 5.196 -1.146 0.115
H 0.176 5.206 -1.533 0.052
H -1.074 2.556 -3.374 0.030
C 2.769 4.656 3.367 -0.244
C 1.990 5.181 4.555 -0.223
O 2.170 4.335 5.702 -0.070
O 2.089 3.672 2.631 -0.084
H 3.742 4.321 3.760 0.123
H 3.033 5.508 2.729 0.120
H 0.915 5.136 4.402 0.113
H 2.311 6.202 4.790 0.118
H 3.119 4.239 5.836 0.078
H 1.845 2.942 3.225 0.066
C -2.893 -4.462 -2.529 -0.229
C -2.174 -5.499 -1.689 -0.221
O -0.824 -5.091 -1.429 -0.082
O -3.224 -3.294 -1.765 -0.066
H -3.811 -4.907 -2.907 0.120
H -2.231 -4.146 -3.340 0.121
H -2.131 -6.383 -2.337 0.122
H -2.743 -5.713 -0.785 0.126
H -0.274 -5.840 -1.664 0.086
H -2.487 -3.108 -1.171 0.043
C -0.794 0.352 0.706 -0.219
C -1.314 1.687 1.143 -0.254
O -0.277 2.586 1.426 -0.079
O -1.856 -0.478 0.261 -0.082
H -0.170 -0.123 1.474 0.123
H -0.082 0.541 -0.116 0.102
H -1.961 1.562 2.020 0.136
H -1.965 2.124 0.377 0.107
H 0.175 2.873 0.622 0.062
H -1.528 -1.391 0.327 0.033
C -2.983 6.107 1.582 -0.237
C -2.919 6.449 3.060 -0.229
O -1.813 5.808 3.679 -0.057
O -2.890 4.723 1.357 -0.095
H -2.201 6.647 1.024 0.118
H -3.940 6.410 1.151 0.130
H -3.847 6.122 3.526 0.127
H -2.844 7.538 3.162 0.121
H -1.022 6.214 3.311 0.083
H -2.320 4.300 2.011 0.087
C -2.922 -2.294 3.356 -0.256
C -3.829 -1.596 4.334 -0.244
O -4.257 -2.459 5.387 -0.065
O -3.592 -3.318 2.631 -0.066
H -2.040 -2.698 3.855 0.126
H -2.523 -1.566 2.635 0.106
H -4.718 -1.205 3.820 0.123
H -3.321 -0.739 4.779 0.121
H -4.442 -3.312 4.980 0.076
H -4.305 -2.899 2.136 0.093
```